An isolated ion of composition C4H4NO and charge -1 in a non-equilibrium geometry. Source: the Open Molecules 2025 dataset; level of theory: the ωB97M-V functional and the def2-TZVPD basis.

Results
Total energy (eV): -7743.741
ΔE to the lowest compared entry with this formula, charge and spin (eV): 2.806
LUMO energy (eV): 4.6365
SMILES: [O-]N1CC2=C1C2

Structure (ORCA input):
```
! wB97M-V def2-TZVPD RIJCOSX def2/J DEFGRID3
* xyz -1 1
C -0.472 -0.332 0.946
C -0.893 -0.631 -0.817
C -1.213 0.632 0.163
C 0.916 -0.162 0.425
N 0.457 -0.796 -0.746
O 1.203 -1.534 -1.480
H -2.276 0.875 0.476
H -0.758 1.750 -0.116
H 1.363 0.926 0.306
H 1.673 -0.728 0.844
*
```